1.
Here is C44H66Cl2N4OP2PbSeSi as an isolated structure from the OMol25 dataset. Energies are from the ωB97M-V functional and the def2-TZVPD basis.

Calculated values
HOMO level (spin up / spin down), eV: -11.71 / -11.71
ΔE to the lowest compared entry with this formula, charge and spin, kcal per mole: 0.00
Total charge: +2
Kohn-Sham gap (spin up / spin down), eV: 4.3 / 4.5
Calculated total energy, eV: -176790.6347
Lowest unoccupied orbital energy (spin up / spin down), eV: -7.45 / -7.18

Geometry (Å):
Pb: 1.0240 -0.0669 -0.7540
C: -1.9100 -1.6614 4.8795
C: -1.0091 -2.3660 3.8662
C: -0.3831 -3.6276 4.4707
P: -1.8424 -2.7706 2.2794
C: -3.2619 -3.9027 2.6816
C: -3.4327 -5.0151 1.6458
C: -4.5876 -3.2304 3.0291
C: -2.4810 -1.3362 1.4946
C: -3.5904 -1.5205 0.6531
C: -4.3480 -0.4749 0.1831
C: -5.5633 -0.7144 -0.6495
C: -3.9800 0.8604 0.5174
C: -2.8707 1.1112 1.2441
C: -2.0043 0.0362 1.7058
N: -0.8086 0.2662 2.1865
C: -0.4924 1.4693 2.8012
C: -1.4425 2.0603 3.6509
C: -1.1303 3.1451 4.4421
C: 0.1515 3.6788 4.4191
C: 0.5415 4.8234 5.3040
C: 1.0942 3.0862 3.5761
C: 0.8227 1.9934 2.7663
P: 2.1885 1.2864 1.7299
C: 2.9966 0.0768 2.9249
C: 4.4974 0.2911 3.1233
C: 2.3075 0.0162 4.2868
C: 3.2765 2.7650 1.4532
C: 4.5318 2.4367 0.6455
C: 2.4566 3.8286 0.7118
H: -1.3006 -1.2610 5.6918
H: -2.4727 -0.8368 4.4431
H: -2.6225 -2.3589 5.3224
H: -0.2043 -1.7016 3.5593
H: 0.2134 -3.3505 5.3402
H: -1.1404 -4.3309 4.8189
H: 0.2654 -4.1443 3.7662
H: -2.8681 -4.3594 3.5965
H: -3.7694 -4.6240 0.6848
H: -2.5049 -5.5615 1.4766
H: -4.1853 -5.7231 1.9915
H: -5.0980 -2.8530 2.1439
H: -5.2440 -3.9736 3.4839
H: -4.4715 -2.4081 3.7338
H: -3.9106 -2.5282 0.4233
H: -5.6190 -1.7403 -1.0061
H: -6.4611 -0.5061 -0.0613
H: -5.5853 -0.0353 -1.5032
H: -4.5525 1.6810 0.1051
H: -2.5076 2.1219 1.3508
H: -2.4163 1.5974 3.7441
H: -1.8779 3.5598 5.1053
H: -0.3314 5.3700 5.6546
H: 1.0804 4.4599 6.1814
H: 1.2004 5.5171 4.7825
H: 2.0874 3.5150 3.5863
H: 2.8635 -0.8919 2.4290
H: 4.7185 1.2922 3.4952
H: 4.8546 -0.4190 3.8703
H: 5.0698 0.1163 2.2153
H: 2.4974 0.9207 4.8657
H: 1.2302 -0.1095 4.2165
H: 2.7138 -0.8277 4.8470
H: 3.6031 3.1519 2.4217
H: 4.2827 2.0216 -0.3289
H: 5.0920 3.3584 0.4843
H: 5.1944 1.7290 1.1339
H: 1.9448 3.4062 -0.1594
H: 1.6955 4.2949 1.3319
H: 3.1250 4.6138 0.3565
Cl: 1.2051 -3.1586 0.4685
C: 0.4894 -3.8839 -0.9910
Cl: -0.8532 -2.9202 -1.6202
H: 0.1177 -4.8662 -0.7219
H: 1.2640 -3.9182 -1.7487
O: 2.4370 1.6154 -2.0973
H: 3.0168 0.8889 -2.3903
H: 2.9749 2.3658 -1.8225
C: 4.1513 -3.6522 -1.5738
Si: 4.0002 -1.8290 -2.0109
C: 5.0018 -1.5300 -3.5636
C: 4.7617 -0.8890 -0.5730
N: 2.4023 -1.1527 -2.2119
C: 1.6341 -1.4254 -3.3527
C: 1.6891 -2.6483 -4.0412
C: 0.8807 -2.9028 -5.1337
C: -0.0211 -1.9478 -5.5906
C: -0.0706 -0.7234 -4.9438
C: 0.7414 -0.4614 -3.8480
H: 5.1982 -3.9408 -1.6897
H: 3.5781 -4.3199 -2.2170
H: 3.8741 -3.8573 -0.5397
H: 6.0617 -1.4382 -3.3209
H: 4.6956 -0.6139 -4.0734
H: 4.9052 -2.3463 -4.2799
H: 5.5633 -1.4745 -0.1217
H: 4.0310 -0.6806 0.2169
H: 5.1916 0.0614 -0.8919
H: 2.3894 -3.4085 -3.7239
H: 0.9625 -3.8556 -5.6404
H: -0.6373 -2.1414 -6.4569
H: -0.7050 0.0612 -5.3394
H: 0.7592 0.5420 -3.4311
C: -1.5771 4.9335 -3.3969
N: -1.8721 3.5526 -3.7336
C: -1.5834 2.4698 -2.9946
Se: -0.7613 2.4365 -1.3327
N: -2.0147 1.3843 -3.6700
C: -2.5994 1.7674 -4.8722
C: -3.1802 1.0426 -5.9022
C: -3.6688 1.7739 -6.9708
C: -3.5827 3.1705 -7.0065
C: -3.0030 3.8899 -5.9770
C: -2.5114 3.1543 -4.9084
H: -0.9752 4.9475 -2.4927
H: -2.5042 5.4810 -3.2321
H: -1.0219 5.3912 -4.2139
H: -1.8803 0.4437 -3.3372
H: -3.2494 -0.0358 -5.8761
H: -4.1289 1.2543 -7.7989
H: -3.9788 3.6994 -7.8616
H: -2.9371 4.9679 -6.0099

Cartesian forces (eV/Å) of the 3 atoms listed first:
Pb -0.1 -0.2 -0.1
C -0.1 0.0 0.0
C 0.2 -0.1 0.0



2.
Here is C9H13N2P as an isolated structure from the OMol25 dataset. Energies are from the ωB97M-V functional and the def2-TZVPD basis.

Calculated values
HOMO level, eV: -7.13
ΔE to the lowest compared entry with this formula, charge and spin, kcal per mole: 47.02
Kohn-Sham gap, eV: 7.3
Calculated total energy, eV: -21808.0479
Lowest unoccupied orbital energy, eV: 0.16

Geometry (Å):
C: 1.3224 -1.6020 -0.5277
C: 1.7011 0.8950 1.1528
C: -2.1803 0.3553 -0.0415
C: 0.1887 -1.1890 0.0097
C: 0.4744 0.7035 0.7238
C: 2.6321 -0.8908 -0.3558
C: 2.7524 -0.1691 0.9896
C: -3.2679 -1.7155 0.5641
C: -0.7331 2.5761 -0.9644
N: -0.9886 -1.6639 0.2710
N: -2.0786 -0.9352 0.2688
P: -1.0290 1.5957 0.5876
H: 1.3196 -2.4633 -1.1851
H: 2.0130 1.8142 1.6384
H: -3.2061 0.7106 -0.0399
H: 3.4399 -1.6218 -0.4461
H: 2.7656 -0.1575 -1.1621
H: 3.7438 0.2827 1.0728
H: 2.6484 -0.9029 1.7968
H: -3.6525 -1.4545 1.5520
H: -2.9967 -2.7695 0.5494
H: -4.0400 -1.5224 -0.1807
H: 0.0154 3.3431 -0.7592
H: -1.6620 3.0529 -1.2721
H: -0.3767 1.9106 -1.7523

Cartesian forces (eV/Å) of the 3 atoms listed first:
C 0.1 -0.3 -0.5
C 0.2 0.0 0.2
C -0.3 -0.1 0.9



3.
Here is the molecule C3H9N2P3 from the OMol25 dataset. Energies are from the ωB97M-V functional and the def2-TZVPD basis.

Calculated values
SMILES string: PN/P=N/PC1CC1
HOMO level, eV: -8.72
ΔE to the lowest compared entry with this formula, charge and spin, kcal per mole: 12.08
Kohn-Sham gap, eV: 9.1
Calculated total energy, eV: -34100.8566
Lowest unoccupied orbital energy, eV: 0.42

Geometry (Å):
P: 4.5488 0.5735 0.0340
N: 2.9270 0.1699 -0.4260
P: 1.7235 -0.7938 0.2674
N: 0.6539 -0.6627 -0.8322
P: -1.0695 -1.5936 -0.4837
C: -1.7537 -0.2835 0.5369
C: -2.2401 1.0307 -0.0779
C: -3.2770 0.1210 0.6226
H: 4.4526 0.2165 1.3654
H: 5.4991 -0.4871 -0.2187
H: 2.7221 0.3791 -1.3528
H: -1.2280 -1.1781 -1.8337
H: -1.2864 -0.2569 1.5335
H: -2.2194 0.9192 -1.1631
H: -2.0457 2.0189 0.3902
H: -3.4747 0.4381 1.5717
H: -3.9322 -0.6111 0.0665

Cartesian forces (eV/Å) of the 3 atoms listed first:
P 0.3 0.7 -0.3
N 1.4 -1.1 2.0
P 0.8 0.2 0.3



What is the calculated total energy in the second record?
-21808.0479 eV



Among the records above, which one has the highest calculated total energy?
C9H13N2P